Entry from the Open Molecules 2025 dataset: C4H8OS in the gas phase in a non-equilibrium geometry (ωB97M-V/def2-TZVPD).

```
14
Properties=species:S:1:pos:R:3:forces:R:3:nbo_charge:R:1
C 0.060 -0.627 1.373 0.117 -0.066 1.329 -0.63
C 0.131 -0.415 -0.081 1.284 -0.545 0.354 0.22
O 0.139 -1.600 -0.777 1.712 0.222 -1.863 -0.70
C 1.141 0.565 -0.620 0.237 -0.088 0.931 -0.42
C -0.313 0.761 -0.810 -0.635 0.766 -0.500 -0.39
S -1.251 2.113 -0.168 -1.140 -0.232 -0.145 0.00
H 0.956 -1.202 1.694 -0.729 -0.039 -0.250 0.22
H -0.890 -1.165 1.668 0.984 0.715 -0.072 0.21
H 0.193 0.335 1.881 -0.630 -0.179 0.152 0.23
H -0.525 -2.172 -0.496 -1.879 -1.366 0.830 0.47
H 1.661 1.111 0.143 0.086 0.390 0.179 0.21
H 1.748 0.279 -1.447 0.147 -0.160 -0.532 0.23
H -0.611 0.502 -1.791 -0.319 -0.127 -0.921 0.24
H -2.438 1.517 -0.568 0.765 0.708 0.509 0.13
```
Forces are in eV/Å.

The calculation puts the HOMO-LUMO gap at 9.524 eV. The calculation puts the relative energy (zero: lowest compared OMol25 entry of this formula, charge and spin) at 31.5 kcal/mol. Its energy is -630.5847 Eh.

***

Entry from the Open Molecules 2025 dataset: C2H6N2O2 in the gas phase in a non-equilibrium geometry (ωB97M-V/def2-TZVPD).

```
12
Properties=species:S:1:pos:R:3:forces:R:3:nbo_charge:R:1
N -0.092 1.737 -1.391 2.826 3.118 4.304 -0.62
N 0.417 0.807 -0.557 1.914 2.037 0.846 -0.25
C 0.075 -0.368 -0.533 -2.545 -3.829 0.618 0.01
C 0.605 -1.274 0.599 -2.179 3.902 0.243 -0.12
O -0.296 -1.226 1.787 0.907 -0.910 -0.299 -0.29
O -1.376 -0.347 1.656 1.014 3.424 0.319 -0.44
H -0.369 1.400 -2.212 -1.355 -1.433 -4.348 0.34
H 0.666 2.477 -1.397 -1.816 -1.021 -0.715 0.37
H -0.846 -0.743 -1.078 1.124 0.242 0.093 0.15
H 0.667 -2.259 0.335 0.351 -2.530 -0.657 0.19
H 1.497 -0.808 0.934 1.129 -0.019 0.210 0.19
H -0.946 0.605 1.857 -1.369 -2.980 -0.614 0.45
```
Forces are in eV/Å.

The calculation puts the HOMO-LUMO gap at 10.521 eV. The calculation puts the relative energy (zero: lowest compared OMol25 entry of this formula, charge and spin) at 140.3 kcal/mol. Its energy is -339.6091 Eh.

***

Entry from the Open Molecules 2025 dataset: an isolated ion of composition C5H4Cl2FN2 and charge +1 in a non-equilibrium geometry (ωB97M-V/def2-TZVPD).

```
14
Properties=species:S:1:pos:R:3:forces:R:3:nbo_charge:R:1
C 0.469 1.093 0.014 0.167 -0.223 -0.177 -0.46
N -0.172 -0.184 0.006 -1.405 -2.154 -0.509 -0.30
C 0.600 -1.314 -0.043 -2.692 -0.558 0.557 0.41
Cl 2.271 -1.307 0.074 -0.011 0.618 -0.298 0.21
N 0.039 -2.546 -0.013 -0.702 0.123 0.569 -0.40
C -1.269 -2.680 0.099 0.174 3.972 -1.366 0.16
C -2.195 -1.555 -0.049 1.772 -0.265 1.154 0.31
F -3.476 -1.781 -0.008 -0.453 -0.085 -0.146 -0.25
C -1.696 -0.289 0.027 3.568 1.107 -0.640 0.14
Cl -2.514 1.223 0.053 0.062 -1.468 -0.008 0.18
H -0.222 1.790 0.261 -2.371 2.269 -0.253 0.24
H 1.059 1.266 0.830 1.975 -0.724 2.611 0.25
H 1.106 1.412 -0.765 0.086 -0.350 -1.702 0.26
H -1.797 -3.560 0.241 -0.170 -2.262 0.207 0.24
```
Forces are in eV/Å.

The calculation puts the HOMO-LUMO gap at 9.089 eV. Its energy is -1322.3644 Eh. As for the net charge: +1.

***

Entry from the Open Molecules 2025 dataset: C19H27FeN2O2 as an isolated structure in a non-equilibrium geometry (ωB97M-V/def2-TZVPD).

```
51
Properties=species:S:1:pos:R:3:forces:R:3:lowdin_spin:R:1
C 0.553 1.866 -2.087 0.391 0.549 0.500 0.01
C 0.426 1.026 -0.754 -4.058 2.192 -1.142 0.07
C -1.097 0.599 -0.767 1.255 -1.012 0.266 0.73
Fe -3.217 2.345 0.102 -0.720 -1.347 -4.336 2.52
C -4.472 1.232 -0.671 -3.014 -3.652 -3.691 0.08
O -5.128 0.687 -1.480 1.977 1.898 2.723 0.05
C -3.013 3.309 -1.437 1.358 1.374 -5.304 0.05
O -2.825 3.688 -2.527 -0.573 -0.767 3.206 0.02
C -3.375 1.773 2.050 0.407 -0.098 2.095 0.08
C -4.272 2.820 1.676 0.177 0.787 1.628 0.03
C -3.477 3.928 1.205 0.251 0.782 2.032 0.04
C -2.096 3.544 1.300 0.665 0.929 1.555 0.09
C -2.043 2.221 1.823 -0.173 0.279 0.945 0.04
H 1.507 1.747 -2.619 -0.139 0.014 0.373 0.00
H -0.237 1.667 -2.819 0.165 -0.144 0.306 0.00
H 0.454 2.921 -1.773 0.098 -0.371 -0.513 0.00
H 0.374 1.805 0.074 0.758 -1.064 -0.543 0.02
H -1.681 0.774 -1.671 0.349 0.107 0.188 0.04
H -1.638 0.031 0.010 0.778 0.489 -0.203 0.03
H -3.623 0.823 2.509 -0.132 0.169 -0.159 0.00
H -5.346 2.797 1.778 0.049 -0.019 -0.112 0.01
H -3.832 4.899 0.894 -0.031 -0.114 -0.075 0.00
H -1.223 4.154 1.093 -0.295 -0.017 -0.043 0.00
H -1.138 1.681 2.093 -0.244 0.049 -0.251 0.00
C 0.076 -3.844 0.643 0.146 -0.397 0.225 0.00
C -0.391 -2.469 0.241 -0.546 0.253 -0.086 0.00
C 0.315 -1.946 -1.009 0.405 0.601 0.218 0.04
C 1.537 -1.218 -0.541 -0.356 0.523 -0.497 0.00
N 1.517 0.140 -0.548 1.894 -2.493 0.352 0.01
C 2.828 0.787 -0.442 0.467 0.570 0.079 0.00
C 3.712 0.043 0.517 0.685 -0.104 0.891 0.00
C 3.895 -1.403 0.095 0.457 0.551 0.282 0.00
N 2.577 -1.958 -0.157 -0.034 0.385 -0.278 0.00
C 2.509 -3.422 -0.038 -0.082 -0.361 -0.399 0.00
C 1.558 -3.927 1.031 -0.454 -0.159 0.257 0.00
H -0.530 -4.177 1.489 0.068 -0.137 -0.103 0.00
H -0.101 -4.535 -0.190 -0.073 0.012 0.111 0.00
H -1.461 -2.474 0.025 -0.004 -0.122 0.202 0.00
H -0.225 -1.755 1.066 -0.191 -0.178 -0.174 0.00
H 0.614 -2.751 -1.700 -0.234 0.334 0.234 0.00
H -0.280 -1.188 -1.536 0.017 -0.666 0.013 0.02
H 3.363 0.784 -1.399 -0.505 0.177 -0.167 0.00
H 2.698 1.830 -0.119 -0.060 -0.384 -0.153 0.00
H 4.707 0.504 0.548 -0.314 0.102 0.085 0.00
H 3.281 0.079 1.532 0.206 -0.023 -0.278 0.00
H 4.547 -1.494 -0.803 -0.527 0.023 0.393 0.00
H 4.384 -1.980 0.899 -0.304 0.281 -0.302 0.00
H 2.247 -3.825 -1.024 0.138 -0.200 0.211 0.00
H 3.521 -3.757 0.212 -0.215 0.142 -0.262 0.00
H 1.725 -3.402 1.981 0.089 0.045 -0.206 0.00
H 1.797 -4.980 1.228 0.027 0.214 -0.093 0.00
```
Forces are in eV/Å.

The calculation puts the HOMO-LUMO gap (alpha / beta) at 5.725 / 7.081 eV. As for the expectation value of S²: 6.07. Its energy is -2263.4736 Eh. As for the spin multiplicity: 5. As for the net charge: +1.

***

Entry from the Open Molecules 2025 dataset: C6H12O in the gas phase in a non-equilibrium geometry (ωB97M-V/def2-TZVPD).

```
19
Properties=species:S:1:pos:R:3:forces:R:3:nbo_charge:R:1
C -1.452 1.012 -1.912 -0.001 0.100 -0.079 -0.65
C -1.393 1.267 -0.430 0.293 0.557 0.057 -0.30
C -0.275 1.113 0.282 -0.226 0.796 -0.040 0.14
O 0.901 0.807 -0.326 -0.121 0.104 -0.221 -0.53
C 1.857 0.032 0.398 0.038 -0.077 0.039 -0.06
C 1.189 -1.081 1.218 -0.155 0.078 0.001 -0.44
C -0.184 -1.486 0.630 -0.231 -0.278 -0.134 -0.65
H -0.967 1.823 -2.465 -0.063 -0.103 -0.049 0.22
H -0.926 0.085 -2.185 -0.048 0.196 0.170 0.22
H -2.482 0.927 -2.273 0.146 0.067 0.133 0.21
H -2.285 1.569 0.109 0.070 -0.087 -0.074 0.21
H -0.278 1.102 1.375 0.079 0.419 -0.251 0.18
H 2.482 0.684 1.028 -0.228 -0.080 -0.080 0.17
H 2.510 -0.380 -0.379 -0.176 0.036 0.131 0.19
H 1.873 -1.943 1.250 -0.276 0.167 -0.036 0.22
H 1.092 -0.763 2.265 -0.168 0.015 -0.227 0.20
H -0.852 -0.650 0.317 0.887 -1.296 0.601 0.25
H -0.757 -2.040 1.376 0.134 -0.331 -0.126 0.21
H -0.053 -2.077 -0.279 0.047 -0.281 0.185 0.20
```
Forces are in eV/Å.

The calculation puts the HOMO-LUMO gap at 9.291 eV. The calculation puts the relative energy (zero: lowest compared OMol25 entry of this formula, charge and spin) at 45.4 kcal/mol. Its energy is -310.9870 Eh.

***

Entry from the Open Molecules 2025 dataset: C5H10N2 in the gas phase (ωB97M-V/def2-TZVPD).

```
17
Properties=species:S:1:pos:R:3:forces:R:3:nbo_charge:R:1
C 0.863 -1.336 1.414 -0.055 0.218 0.126 -0.63
C 0.118 -1.532 0.112 0.309 -0.044 -0.085 -0.06
N -1.135 -1.062 -0.433 -0.378 -0.216 -0.229 -0.61
C 0.063 -0.460 -0.965 -0.005 -0.040 -0.228 -0.08
C 0.304 1.051 -0.877 0.028 -0.246 -0.101 -0.10
C -0.825 2.001 -0.647 -0.184 0.008 -0.156 -0.26
N 0.254 1.877 0.329 -0.025 -0.224 0.284 -0.58
H 1.026 -0.288 1.674 -0.087 -0.107 0.085 0.21
H 1.857 -1.774 1.239 -0.195 0.170 0.103 0.22
H 0.438 -1.870 2.273 -0.114 0.145 -0.230 0.21
H 0.202 -2.579 -0.193 0.497 0.285 -0.296 0.19
H -1.814 -0.505 0.051 0.232 0.492 0.575 0.36
H 0.341 -0.803 -1.960 -0.277 0.063 -0.068 0.19
H 1.060 1.410 -1.580 -0.092 -0.287 0.241 0.20
H -0.881 2.955 -1.173 0.127 -0.277 0.069 0.20
H -1.801 1.588 -0.386 0.228 0.031 -0.090 0.18
H -0.070 1.329 1.120 -0.009 0.029 0.000 0.34
```
Forces are in eV/Å.

The calculation puts the HOMO-LUMO gap at 10.067 eV. The calculation puts the relative energy (zero: lowest compared OMol25 entry of this formula, charge and spin) at 61.8 kcal/mol. Its energy is -305.9254 Eh.